Molecular formula: C23H36BrCl2F3N2O5PS3
Method: DFT, ωB97M-V/def2-TZVPD

Cartesian coordinates (Å):
H -1.870 1.821 -2.931
H 1.193 4.565 4.722
C 0.774 1.825 1.069
C -5.095 -1.472 -2.995
H -3.372 0.313 -4.031
S -0.237 0.799 2.276
H 1.021 2.853 4.961
H -1.535 -2.044 -1.950
F 1.366 -1.185 2.995
H 1.296 3.903 0.915
N 0.317 4.684 -1.302
Br 3.963 -3.144 -1.440
H -5.702 -0.919 -3.705
H 1.377 -0.848 0.745
C 1.422 0.090 -1.142
H 2.014 -1.410 -2.609
H -4.481 -2.141 -3.600
H 1.118 -3.163 -1.191
C 0.870 3.239 1.660
H -0.488 -2.793 -3.180
O -0.923 -0.257 1.603
H 4.686 -2.419 0.750
P 0.640 3.168 -1.552
H -4.759 -1.173 -0.287
H 2.954 -4.144 1.069
C 0.859 -0.083 3.508
H 2.488 2.710 3.065
C -4.124 -0.506 -0.847
H 0.420 -0.742 -2.728
H -0.159 3.787 3.990
H 0.061 -2.037 -0.333
H 2.505 0.933 1.892
F 0.055 -0.396 4.485
H -0.150 4.838 -0.417
C 3.499 -0.778 0.220
H 0.001 2.713 -2.719
O 0.131 0.610 -0.911
C -1.500 2.207 -0.183
C -3.339 0.304 -2.951
H 4.017 -0.384 1.094
H -3.265 0.387 0.876
C 3.705 -2.302 0.307
N 2.132 1.163 0.968
C 0.030 1.884 -0.289
C 1.150 -1.131 -2.018
H -1.739 -4.703 -2.458
C 0.885 3.648 4.237
H -0.127 3.625 1.846
C 2.765 -3.084 1.201
C 0.468 -2.301 -1.308
H -1.716 3.169 -0.642
S 3.399 2.301 0.371
S -2.429 -3.966 -0.348
O -2.050 -2.875 0.489
H 2.963 -2.852 2.245
H 2.095 0.730 -1.726
C -2.470 1.177 -2.304
H -0.407 -4.718 -1.245
H 3.720 1.715 -0.793
C -4.180 -0.560 -2.237
H -5.704 -2.099 -2.356
H 1.709 -2.918 1.015
C -0.751 -2.779 -2.128
C -2.411 1.228 -0.905
Cl 2.637 4.982 2.676
C -1.238 -4.160 -1.666
H 2.009 3.011 -1.825
Cl -2.172 -5.677 0.746
H 4.002 -0.446 -0.684
O -1.081 1.656 3.045
C 1.701 3.449 2.952
C -3.263 0.385 -0.203
H -1.861 2.278 0.839
C 2.070 -0.203 0.215
O -3.750 -4.002 -0.880
F 1.856 0.665 3.975

- Total charge: +1
- Kohn-Sham gap: 7.139 eV
- DFT total energy: -6713.24264 a.u.
- SMILES: Cc1ccc(C[C@]2([PH2]=N)O[C@H](CCCCS(=O)(=O)Cl)[C@@H](C[C@@H](C)Br)[N@@H+](S)[C@]2(C[C@H](C)Cl)S(=O)(=O)C(F)(F)F)cc1